Here is 2 unconnected molecules or ions with the total composition CH8N5O from OMol25. Energies are from ωB97M-V with the def2-TZVPD basis set.

The geometry in XYZ format:
```
15
Properties=species:S:1:pos:R:3:nbo_charge:R:1
C -1.42 0.05 -0.22 0.31
N -0.57 -0.63 0.40 -0.37
N -2.64 0.43 0.27 -0.75
N 1.30 -1.91 -0.30 -0.61
N 1.22 1.98 0.16 -0.37
N 0.71 -0.63 -0.19 0.17
O 1.58 0.08 0.54 -0.31
H -1.09 0.54 -1.12 0.16
H -3.40 0.57 -0.41 0.42
H -2.92 -0.17 1.04 0.41
H 1.02 -2.64 0.37 0.42
H 2.29 -1.75 -0.22 0.40
H 1.29 2.30 1.10 0.36
H 2.12 2.06 -0.21 0.35
H 0.52 -0.27 -1.20 0.40
```

- LUMO level (spin up / spin down): -6.301 / -6.249 eV
- 2S+1: 1
- ΔE to the lowest compared entry with this formula, charge and spin: 437.1 kJ/mol
- Charge: +1

=====

Here is a molecular structure, C13H19F3N4O8SSiW from OMol25. Energies are from ωB97M-V with the def2-TZVPD basis set.

The geometry in XYZ format:
```
50
Properties=species:S:1:pos:R:3:lowdin_spin:R:1
W -0.22 0.15 0.03 0.78
C -3.11 -0.34 -2.45 0.00
C -2.88 -1.34 -1.36 0.01
C -3.60 -2.51 -1.28 0.00
C -3.34 -3.40 -0.23 0.01
C -2.40 -3.12 0.73 0.00
C -1.73 -1.90 0.63 0.01
N -1.98 -1.07 -0.41 0.00
N -0.76 -1.32 1.39 0.03
Si -0.35 -1.68 3.08 0.00
C -0.33 -0.12 4.09 0.00
C 1.28 -2.59 3.10 0.00
C -1.67 -2.79 3.82 0.00
H -2.25 -0.31 -3.12 0.00
H -3.23 0.66 -2.03 0.00
H -4.00 -0.60 -3.02 0.00
H -4.36 -2.73 -2.02 0.00
H -3.88 -4.34 -0.18 0.00
H -2.18 -3.81 1.52 0.00
H 0.61 0.42 4.00 0.00
H -0.48 -0.39 5.14 0.00
H -1.13 0.55 3.79 0.00
H 2.08 -1.96 2.70 0.00
H 1.22 -3.51 2.51 0.00
H 1.56 -2.86 4.12 0.00
H -2.68 -2.47 3.58 0.00
H -1.56 -2.73 4.91 0.00
H -1.57 -3.85 3.55 0.00
O 0.68 2.84 -1.42 0.03
C -0.36 2.23 -1.34 0.01
O -0.51 0.97 -1.80 0.01
C -1.56 2.57 -0.43 0.00
O -2.22 3.57 -0.47 0.00
O -1.71 1.52 0.35 0.03
F 4.37 0.77 -1.75 0.12
C 4.72 0.77 -0.47 0.58
F 5.25 -0.38 -0.14 0.12
F 5.53 1.77 -0.21 0.13
S 2.06 1.09 1.37 0.03
O 2.60 0.49 2.56 0.01
O 0.47 1.26 1.54 0.04
O 1.75 -0.09 0.30 0.02
N 2.35 -2.47 -1.76 0.00
C 1.47 -1.47 -1.91 0.00
N 1.69 -0.52 -2.82 0.00
O 0.41 -1.50 -1.22 0.01
H 3.24 -2.46 -2.23 0.00
H 2.24 -3.05 -0.94 0.00
H 2.61 -0.37 -3.18 0.00
H 1.04 0.26 -2.81 0.00
```

- LUMO level (spin up / spin down): -0.832 / -0.990 eV
- 2S+1: 3
- ΔE to the lowest compared entry with this formula, charge and spin: 130.2 kJ/mol
- Charge: 0

=====

Here is 5 unconnected molecules or ions with the total composition C18H39IO9PS4 from OMol25. Energies are from ωB97M-V with the def2-TZVPD basis set.

The geometry in XYZ format:
```
72
Properties=species:S:1:pos:R:3:mulliken_charge:R:1
C 2.93 1.97 -2.80 -0.86
C 1.90 1.15 -3.55 0.29
O 0.65 1.93 -3.75 -0.37
P -0.51 2.04 -2.71 0.46
I -1.49 0.00 -2.08 0.29
H 2.46 2.65 -2.07 0.26
H 3.54 2.58 -3.47 0.33
H 3.59 1.31 -2.25 0.24
H 1.63 0.24 -3.03 -0.18
H 2.20 0.91 -4.56 0.25
H -1.48 2.84 -3.31 0.11
H -0.08 2.65 -1.53 0.13
C -5.49 3.89 0.08 -0.55
C -5.08 5.37 -0.01 -0.62
C -3.62 5.41 -0.48 -0.74
S -3.39 3.94 -1.47 1.27
O -2.40 3.08 -0.84 -0.65
O -3.16 4.26 -2.86 -0.80
C -5.02 3.25 -1.23 -0.74
H -6.56 3.77 0.20 0.37
H -5.00 3.41 0.93 0.28
H -5.71 5.88 -0.74 0.30
H -5.19 5.88 0.94 0.33
H -3.38 6.27 -1.10 0.40
H -2.92 5.34 0.35 0.37
H -4.93 2.16 -1.20 0.39
H -5.62 3.56 -2.08 0.40
C -1.46 -3.53 2.03 -0.09
C -1.42 -2.07 2.50 -0.26
C -2.49 -1.31 1.72 -0.05
S -3.76 -2.52 1.28 1.15
O -3.74 -2.65 -0.16 -0.64
O -4.99 -2.24 1.96 -0.68
C -2.93 -3.94 2.00 -0.87
H -0.88 -4.19 2.67 0.48
H -1.04 -3.61 1.02 -0.19
H -1.65 -2.03 3.56 0.39
H -0.43 -1.64 2.34 -0.13
H -2.96 -0.51 2.27 0.44
H -2.16 -0.95 0.75 -0.36
H -3.16 -4.81 1.39 0.45
H -3.34 -4.07 3.00 0.37
C 3.14 -4.66 -1.12 -0.74
C 2.08 -4.61 -2.23 -0.64
C 1.02 -3.59 -1.78 -0.64
S 1.88 -2.41 -0.73 1.02
O 1.34 -2.48 0.60 -0.58
O 1.92 -1.12 -1.39 -0.59
C 3.48 -3.21 -0.78 -0.70
H 4.03 -5.20 -1.44 0.40
H 2.75 -5.16 -0.24 0.30
H 2.54 -4.28 -3.16 0.29
H 1.63 -5.58 -2.41 0.37
H 0.56 -3.05 -2.61 0.46
H 0.24 -4.05 -1.17 0.17
H 3.96 -3.04 0.17 0.44
H 4.05 -2.72 -1.57 0.41
C 2.35 0.40 2.74 -0.52
C 3.44 0.96 3.67 -0.77
C 4.80 0.58 3.07 -0.74
S 4.54 0.45 1.30 1.17
O 4.74 -0.92 0.90 -0.61
O 5.22 1.50 0.59 -0.70
C 2.78 0.78 1.33 0.12
H 1.37 0.79 2.98 0.42
H 2.31 -0.69 2.82 0.19
H 3.35 2.05 3.72 0.33
H 3.34 0.58 4.68 0.36
H 5.57 1.32 3.24 0.39
H 5.14 -0.39 3.41 0.37
H 2.31 0.20 0.54 -0.32
H 2.65 1.85 1.14 0.34
```

- LUMO level: -3.162 eV
- 2S+1: 1
- Charge: +1